Computed, not measured: IV as an isolated structure in a non-equilibrium geometry, with the ωB97M-V functional and the def2-TZVPD basis.

Calculated values
- DFT total energy (Ha) = -1241.3468
- frontier orbital gap (alpha / beta) (eV) = 8.28 / 8.69

The geometry in ORCA input format:
```
! RIJCOSX wB97M-V def2-TZVPD def2/J DEFGRID3
* xyz 1 4
V 0.14316 0.76147 -0.89777
I -0.14316 -0.76147 0.89777
*
```

---

Computed, not measured: C45H63BBaN6O2S3 as an isolated structure in a non-equilibrium geometry, with the ωB97M-V functional and the def2-TZVPD basis.

Calculated values
- DFT total energy (Ha) = -3476.5292
- frontier orbital gap (eV) = 6.04

The geometry in ORCA input format:
```
! RIJCOSX wB97M-V def2-TZVPD def2/J DEFGRID3
* xyz 0 1
Ba -1.42516 0.45164 0.01437
C -0.91220 -0.48026 -2.76523
C -0.76372 -1.72915 -2.08266
C -2.03377 -2.38839 -2.18663
C -2.89560 -1.53437 -2.91755
C -2.20244 -0.37810 -3.30983
C -2.75512 0.74268 -4.17010
C -3.55509 0.16645 -5.34514
C -3.68388 1.64208 -3.33560
C -1.62139 1.58646 -4.74457
C -2.54825 -3.73078 -1.64804
C -2.34423 -3.87208 -0.13101
C -1.91835 -4.91257 -2.40491
C -4.06203 -3.85364 -1.86994
C 0.68318 -2.25044 -1.90782
C 1.62039 -1.09111 -1.52370
C 1.16969 -2.83160 -3.24511
C 0.91973 -3.30931 -0.82121
H -0.06809 0.12796 -3.07894
H -3.94325 -1.72817 -3.12122
H -4.43952 -0.37367 -4.99616
H -2.94094 -0.53451 -5.91643
H -3.89174 0.96652 -6.01594
H -4.53881 1.07234 -2.96030
H -4.06366 2.48871 -3.92363
H -3.15347 2.04781 -2.46411
H -0.95791 0.97776 -5.36829
H -1.00781 2.01709 -3.95027
H -2.01890 2.40776 -5.35620
H -1.35369 -3.57164 0.18870
H -2.51165 -4.90762 0.19370
H -3.06012 -3.23789 0.40260
H -0.84147 -4.99580 -2.25820
H -2.09494 -4.79450 -3.47794
H -2.37196 -5.85873 -2.08453
H -4.60058 -3.01574 -1.41922
H -4.41736 -4.77820 -1.40295
H -4.31521 -3.89592 -2.93357
H 1.71717 -0.34283 -2.31521
H 2.61925 -1.47967 -1.30187
H 1.27139 -0.60656 -0.60197
H 1.04699 -2.09084 -4.03947
H 0.58602 -3.71401 -3.52214
H 2.22679 -3.12178 -3.19235
H 0.73506 -2.89873 0.17681
H 1.96926 -3.62146 -0.84151
H 0.30808 -4.19834 -0.94478
O 0.44834 1.25001 1.24441
S 0.99063 2.10499 2.38126
C 0.64515 3.79879 1.83776
C 1.35026 4.17979 0.53413
C 0.73254 5.36843 -0.20705
C -0.65730 5.17617 -0.81094
S -0.92095 3.76409 -1.90995
O -0.70222 2.51654 -1.06583
C 0.54373 3.91666 -2.90249
C 1.48516 2.90680 -2.81456
C 2.63930 2.99999 -3.58517
C 2.82783 4.08893 -4.42554
C 1.85743 5.08554 -4.51797
C 0.69954 5.00002 -3.75909
C 2.75158 2.15187 2.17991
C 3.32904 1.51230 1.09800
C 4.70760 1.58475 0.94545
C 5.47802 2.28424 1.86511
C 4.87795 2.90418 2.95688
C 3.50423 2.83131 3.12611
H 0.92333 4.44496 2.67657
H -0.44591 3.79449 1.75686
H 1.36079 3.31407 -0.12610
H 2.39052 4.42192 0.74789
H 1.42211 5.65822 -1.00079
H 0.65947 6.22904 0.46658
H -0.94802 6.04123 -1.41535
H -1.42717 5.04616 -0.04615
H 1.30241 2.05436 -2.16891
H 3.38345 2.21206 -3.53231
H 3.72805 4.15714 -5.02430
H 1.99794 5.92282 -5.19131
H -0.07192 5.76007 -3.84700
H 2.70951 0.94997 0.40480
H 5.17900 1.07466 0.11499
H 6.55329 2.33002 1.74568
H 5.48179 3.43065 3.68445
H 3.02961 3.29514 3.98752
B -4.13199 0.15709 2.89224
N -3.50963 1.54731 2.46646
C -3.34679 2.63161 3.25297
C -3.10326 3.73297 2.45164
C -3.13800 3.20837 1.14560
N -3.37224 1.89703 1.15890
N -3.02870 -0.97125 2.99510
C -3.10191 -2.05861 3.77173
C -2.01827 -2.87637 3.49347
C -1.31253 -2.17330 2.51042
N -1.92956 -1.02818 2.20634
H -4.60961 0.28904 4.00318
H -4.95540 -0.14904 2.05539
H -3.44430 2.54636 4.32533
H -2.96465 4.75682 2.76528
H -3.05453 3.71684 0.19697
H -3.92386 -2.18260 4.46168
H -1.80123 -3.84177 3.91733
H -0.38833 -2.43154 2.00290
C 0.94587 -4.29636 5.68695
C 2.23432 -3.83083 5.09525
C 3.46361 -4.20414 5.52743
C 4.57838 -3.67088 4.84555
N 4.48772 -2.86144 3.81484
C 3.25339 -2.48667 3.34690
S 2.99871 -1.48723 2.03015
N 2.16625 -2.98514 4.04645
C 5.96807 -4.01862 5.29621
H 1.13153 -4.93460 6.54649
H 0.37869 -4.86189 4.94657
H 0.33437 -3.44705 5.99657
H 3.57466 -4.88213 6.36100
H 1.26470 -2.66708 3.71261
H 5.96971 -4.76277 6.09180
H 6.46556 -3.11423 5.65261
H 6.54245 -4.38899 4.44618
*
```

---

Computed, not measured: C41H54F4FeN4O as an isolated structure, with the ωB97M-V functional and the def2-TZVPD basis.

Calculated values
- DFT total energy (Ha) = -3552.2235
- frontier orbital gap (alpha / beta) (eV) = 6.81 / 6.89

The geometry in ORCA input format:
```
! RIJCOSX wB97M-V def2-TZVPD def2/J DEFGRID3
* xyz 0 5
Fe 0.09202 -1.88176 0.12106
C -1.37374 3.18743 5.22653
C -1.99524 2.98720 3.83622
C -1.60360 4.15597 2.91962
C -3.51817 2.96958 3.97103
C -1.46420 1.68333 3.24365
C -2.25743 0.57003 3.01795
C -1.70075 -0.55861 2.43154
N -0.42649 -0.63165 2.05111
C 0.35795 0.41602 2.31043
C -0.11702 1.56893 2.90164
C 1.78075 0.25101 1.88310
C 2.80420 1.07035 2.34615
C 4.10204 0.88037 1.89258
C 4.30794 -0.17694 1.00676
C 3.24007 -0.95436 0.60824
N 1.99253 -0.73585 1.02710
C 5.26383 1.77193 2.31758
C 5.93048 2.35436 1.06208
C 4.80910 2.93086 3.20389
C 6.28561 0.92833 3.09417
H -1.70172 4.14032 5.64974
H -0.28228 3.19169 5.17928
H -1.67942 2.38688 5.90474
H -2.08457 5.07397 3.26481
H -1.92520 3.96802 1.89248
H -0.52482 4.32651 2.91123
H -3.85642 3.92496 4.37783
H -3.85570 2.18322 4.65007
H -4.00277 2.82172 3.00201
H -3.30823 0.55662 3.27176
H -2.30608 -1.43781 2.25980
H 0.55738 2.39878 3.07180
H 2.58205 1.84426 3.06730
H 5.29563 -0.40804 0.62603
H 3.37339 -1.78094 -0.07885
H 5.20276 2.89749 0.45288
H 6.37675 1.57417 0.44239
H 6.72323 3.04837 1.35067
H 4.08802 3.57241 2.68929
H 5.67343 3.54308 3.46775
H 4.36021 2.57642 4.13539
H 6.64653 0.08805 2.49783
H 5.84124 0.52668 4.00790
H 7.14490 1.54384 3.37161
C -0.93249 1.58474 -0.63318
C -2.11703 1.33407 -1.55581
C -3.39015 1.10706 -0.73515
C -1.86540 0.22527 -2.57228
C -1.85452 0.60549 -3.91681
C -1.75227 -0.32351 -4.94143
C -1.66227 -1.66638 -4.61832
C -1.64357 -2.09123 -3.29315
C -1.58840 -3.59015 -3.01213
C -0.34466 -4.26404 -3.59951
C -2.85288 -4.28438 -3.53355
C -1.72192 -1.13946 -2.24962
N -1.68191 -1.61060 -0.90538
C -2.82247 -2.29388 -0.51941
C -4.06889 -2.18223 -1.16566
C -5.19348 -2.87927 -0.73567
C -5.14494 -3.71251 0.36941
C -3.93520 -3.83976 1.04677
C -2.84226 -3.14730 0.59240
F -1.66281 -3.33119 1.24697
H -1.17284 2.35342 0.10861
H -0.06386 1.91084 -1.20250
H -0.66887 0.67203 -0.11079
H -2.26771 2.24350 -2.14169
H -3.26160 0.28471 -0.03044
H -4.24365 0.87862 -1.37702
H -3.62687 2.01219 -0.16540
H -1.96608 1.65726 -4.16226
H -1.77436 -0.00586 -5.97756
H -1.60877 -2.40256 -5.41476
H -1.54145 -3.73487 -1.93530
H -0.20865 -4.02306 -4.65762
H -0.43666 -5.34887 -3.51200
H 0.55211 -3.97233 -3.05220
H -2.91990 -4.20383 -4.62347
H -3.75274 -3.84614 -3.10205
H -2.83471 -5.34513 -3.27175
H -4.13846 -1.52472 -2.02325
H -6.12235 -2.76962 -1.28402
H -6.01907 -4.25824 0.69941
H -3.83141 -4.48417 1.91153
F 1.37385 -3.76168 -0.55195
C 1.13454 -3.60435 0.89909
F 0.67102 -4.82568 1.23482
F 2.41515 -3.59071 1.38876
C 2.22543 1.68373 -3.93651
N 2.04088 1.00082 -2.66560
C 2.42458 1.74514 -1.47669
C 1.61322 -0.28325 -2.58903
C 1.64563 -1.08432 -3.85979
O 1.28736 -0.79205 -1.51310
H 1.94672 2.73022 -3.80952
H 1.57818 1.26077 -4.69931
H 3.26469 1.64570 -4.27913
H 3.49317 1.97155 -1.51445
H 2.21537 1.15002 -0.59584
H 1.87703 2.68567 -1.41366
H 2.56169 -0.89935 -4.42061
H 0.78708 -0.84179 -4.48719
H 1.58164 -2.13154 -3.59240
*
```

---

Computed, not measured: a 10-piece molecular cluster, C25H51Cl4N3O6 overall in a non-equilibrium geometry, with the ωB97M-V functional and the def2-TZVPD basis.

Calculated values
- DFT total energy (Ha) = -3439.4671
- SMILES = ClC(Cl)(Cl)Cl.c1cc[nH]c1.c1cc[nH]c1.c1cc[nH]c1.CCO.CCO.CCO.CCO.CCO.CCO
- frontier orbital gap (eV) = 8.14

The geometry in ORCA input format:
```
! RIJCOSX wB97M-V def2-TZVPD def2/J DEFGRID3
* xyz 0 1
Cl 10.26449 -4.19149 -0.06287
C 9.64092 -2.57742 0.47739
Cl 10.48365 -1.99174 1.90834
Cl 9.99650 -1.42086 -0.86644
Cl 7.90533 -2.63197 0.74255
C -6.14336 1.63591 2.16285
C -5.63037 1.65310 3.45515
C -4.56749 0.76727 3.46026
N -4.38616 0.27117 2.19446
C -5.31042 0.82922 1.36792
H -6.98775 2.16422 1.74538
H -6.06622 2.11158 4.33050
H -3.90536 0.49010 4.26721
H -3.64222 -0.32344 1.85816
H -5.30114 0.54293 0.32659
C 2.02133 0.53712 7.26806
C 3.28124 1.16371 7.26059
C 3.52351 1.52924 5.93664
N 2.51419 1.10365 5.12424
C 1.61591 0.42101 5.96180
H 1.48545 0.15824 8.12577
H 3.79574 1.51702 8.14199
H 4.28260 2.17150 5.51510
H 2.29938 1.38145 4.17726
H 0.75355 -0.10795 5.58369
C 1.85865 -7.29883 0.34095
C 2.47236 -8.37419 1.05709
C 3.52864 -7.88229 1.80174
N 3.45261 -6.51608 1.74086
C 2.42541 -6.16810 0.91408
H 1.00801 -7.34398 -0.32295
H 2.34220 -9.44412 0.98860
H 4.30661 -8.31346 2.41434
H 4.03269 -5.89213 2.28335
H 2.21163 -5.12537 0.73133
C -2.58239 5.40715 -3.42554
C -1.20658 4.66330 -3.29152
O -1.44034 3.66449 -2.34236
H -2.60146 5.99733 -4.34175
H -2.78260 6.03387 -2.55648
H -3.43643 4.73036 -3.45112
H -0.34990 5.31020 -3.10256
H -0.93738 4.20081 -4.24112
H -1.48949 4.10484 -1.49073
C -0.06665 5.65934 2.30047
C -1.15075 4.69030 2.81962
O -1.56929 3.81680 1.72391
H -0.35608 5.97899 1.29940
H 0.84782 5.07001 2.23314
H 0.12460 6.61006 2.79812
H -2.00395 5.26195 3.18483
H -0.75417 4.07154 3.62458
H -2.39484 3.36618 1.91631
C -3.71462 -4.54125 2.39240
C -2.65354 -4.58870 1.27170
O -2.68988 -3.39694 0.47634
H -4.64199 -4.15618 1.96838
H -3.40272 -3.90436 3.22016
H -3.88463 -5.51065 2.86088
H -2.73620 -5.43153 0.58545
H -1.66409 -4.77836 1.68779
H -2.22135 -3.60755 -0.33464
C 2.47757 1.83894 -5.93454
C 1.93460 0.96686 -7.05818
O 0.53452 1.14153 -7.36270
H 2.06409 1.72130 -4.93289
H 2.44430 2.89299 -6.21012
H 3.53313 1.61443 -5.78132
H 2.02460 -0.08251 -6.77742
H 2.50184 1.18790 -7.96232
H -0.00524 0.84841 -6.62491
C 2.60191 -0.30440 -0.31941
C 1.31089 0.23828 0.28030
O 1.50686 1.46336 0.90352
H 2.95986 0.53004 -0.92247
H 2.50580 -1.19788 -0.93632
H 3.42656 -0.54073 0.35305
H 1.07024 -0.47348 1.06997
H 0.44246 0.14279 -0.37148
H 0.71014 1.99702 0.85827
C -3.84537 -0.20927 -6.66198
C -3.59855 0.61066 -5.42427
O -2.25063 0.55605 -5.05130
H -3.54879 -1.24977 -6.52973
H -3.34798 0.05967 -7.59386
H -4.92291 -0.23532 -6.82414
H -4.17495 0.20967 -4.59057
H -3.99100 1.62117 -5.53808
H -2.16718 1.08529 -4.25471
*
```

---

Computed, not measured: C35H38As2Cl2NRhSSi as an isolated structure, with the ωB97M-V functional and the def2-TZVPD basis.

Calculated values
- DFT total energy (Ha) = -7600.9001
- frontier orbital gap (alpha / beta) (eV) = 6.47 / 6.28

The geometry in ORCA input format:
```
! RIJCOSX wB97M-V def2-TZVPD def2/J DEFGRID3
* xyz 2 1
Rh 0.24672 -0.37700 0.57229
C -4.07388 -1.61523 -2.63128
Si -4.28448 -3.01662 -1.41262
C -4.16083 -4.66369 -2.27862
C -5.86802 -2.83255 -0.44571
C -2.87404 -2.99750 -0.11010
C -2.80981 -4.03631 0.81879
C -1.82400 -4.08440 1.79693
C -0.87510 -3.08791 1.84668
N -0.90578 -2.07183 0.97210
C -1.87930 -2.04402 0.04557
S -1.62172 -0.56491 -0.87451
H -4.85112 -1.72563 -3.39226
H -3.11203 -1.64319 -3.14610
H -4.20233 -0.62942 -2.18089
H -4.96905 -4.76076 -3.00659
H -4.25222 -5.50623 -1.59068
H -3.21883 -4.77602 -2.81770
H -6.72737 -2.90050 -1.11612
H -5.92972 -1.87454 0.07262
H -5.98254 -3.62145 0.30045
H -3.54658 -4.83104 0.78859
H -1.78890 -4.89053 2.51529
H -0.08226 -3.09116 2.57470
C 1.41722 2.77257 -1.10993
C 2.56533 2.52031 -0.18694
As 1.85631 1.45799 1.28817
C 0.53909 2.58956 2.10587
C -0.69968 2.00409 2.34826
C -1.73486 2.75708 2.88139
C -1.52130 4.09814 3.17014
C -0.28076 4.68238 2.93659
C 0.75615 3.93166 2.40476
C 3.33668 1.24980 2.48030
C 4.49429 0.62840 2.01585
C 5.60602 0.56902 2.83788
C 5.55982 1.13404 4.10738
C 4.40332 1.75028 4.56075
C 3.27653 1.80335 3.75191
As 0.57226 1.04621 -1.44779
C 1.92412 -0.00998 -2.30244
C 2.12812 -1.28396 -1.76447
C 3.15449 -2.08197 -2.24217
C 3.96443 -1.60289 -3.26406
C 3.74740 -0.34571 -3.81266
C 2.72678 0.46268 -3.33528
C -0.84967 1.48740 -2.65013
C -0.96278 0.79833 -3.85363
C -1.96950 1.15084 -4.73900
C -2.84966 2.17645 -4.42026
C -2.73234 2.85761 -3.21600
C -1.72623 2.51828 -2.32526
H 1.70465 3.11693 -2.10527
H 0.68744 3.46790 -0.69592
H 2.95884 3.42841 0.27334
H 3.38644 1.98673 -0.66575
H -0.83768 0.94083 2.10852
H -2.69861 2.30295 3.06697
H -2.32276 4.69546 3.58335
H -0.12104 5.72538 3.17369
H 1.72180 4.39636 2.23934
H 4.53812 0.19219 1.02354
H 6.51069 0.09159 2.48758
H 6.43343 1.09476 4.74391
H 4.37248 2.18921 5.54896
H 2.37308 2.27605 4.11644
H 1.40756 -1.61798 -0.99940
H 3.31918 -3.06814 -1.83036
H 4.76867 -2.21689 -3.64635
H 4.37729 0.00582 -4.61844
H 2.56448 1.43794 -3.77991
H -0.28612 -0.01275 -4.09539
H -2.06839 0.62114 -5.67682
H -3.62996 2.44997 -5.11757
H -3.42177 3.65457 -2.97332
H -1.64399 3.04815 -1.38224
Cl 2.73537 -1.18546 5.48921
C 1.66099 -2.03731 4.42619
Cl 1.89259 -1.54269 2.68441
H 0.62661 -1.82239 4.66823
H 1.88219 -3.09819 4.43299
*
```